A.
17
Properties=species:S:1:pos:R:3:nbo_charge:R:1 method="wB97M-V/def2-TZVPD" lumo_ha=0.040 molar_mass_g_mol=85.1 e_homo_ha=-0.34949 charge=0
C -1.26866 0.53221 -0.73470 -0.508
C -0.46543 1.03379 0.41030 -0.349
C 0.80782 -0.22262 0.72109 -0.430
C 2.01980 0.10412 -0.13829 -0.623
C -1.05615 -1.00061 -0.57023 0.176
N -1.75334 -1.74499 0.23769 -0.656
H -2.51901 -1.21436 0.65871 0.324
H -2.33122 0.76369 -0.64820 0.214
H -0.86506 0.84389 -1.69958 0.211
H 0.08719 1.94835 0.20298 0.209
H -1.01350 1.04669 1.35123 0.209
H -0.39220 -1.40129 -1.34431 0.177
H 0.73403 -1.30327 0.86302 0.237
H 0.99669 0.05346 1.76171 0.202
H 2.89255 -0.45871 0.20722 0.212
H 1.84435 -0.14440 -1.18935 0.194
H 2.28216 1.16405 -0.08928 0.201

B.
17
Properties=species:S:1:pos:R:3:nbo_charge:R:1 method="wB97M-V/def2-TZVPD" lumo_ha=0.043 molar_mass_g_mol=85.1 e_homo_ha=-0.30742 charge=0
C 1.50880 0.56287 1.36323 -0.603
C 0.71029 1.20106 0.23261 -0.206
N 0.08752 0.20918 -0.58889 -0.467
C -0.02161 0.09572 -1.94933 -0.191
C -1.15478 -0.38378 -0.63078 -0.026
C -1.41756 -1.52344 0.37680 -0.645
H 1.96845 1.34033 1.97882 0.205
H 0.86220 -0.04811 2.00330 0.206
H 2.29571 -0.08562 0.96324 0.210
H -0.04381 1.89001 0.63655 0.183
H 1.37533 1.77023 -0.42699 0.195
H 0.04899 1.03970 -2.54360 0.164
H 0.30787 -0.78399 -2.48800 0.177
H -2.05521 0.13682 -0.94951 0.164
H -2.40988 -1.97000 0.25838 0.211
H -1.39253 -1.12826 1.41506 0.210
H -0.66980 -2.32272 0.34912 0.213

Calculated relative energies: A 0.0000; B 0.0251, given in hartree

A.
17
Properties=species:S:1:pos:R:3:nbo_charge:R:1 method="wB97M-V/def2-TZVPD" lumo_ha=0.039 molar_mass_g_mol=85.2 e_homo_ha=-0.33214 charge=0
C 1.65214 -0.51800 -0.53568 -0.593
C 0.40411 0.01822 0.11365 -0.074
C 0.53145 1.47795 0.34394 -0.602
C -0.33247 -0.92835 1.04409 -0.435
C -0.92856 -0.50410 -0.29604 -0.061
H 2.46038 -0.74086 0.20504 0.216
H 2.03034 0.18007 -1.37034 0.206
H 1.33793 -1.45735 -1.08268 0.203
H 0.63816 1.84081 -0.69690 0.205
H -0.38196 1.90829 0.80643 0.222
H 1.30618 1.75307 1.02110 0.210
H 0.08620 -1.94573 1.09153 0.216
H -0.73391 -0.41030 1.95566 0.224
H -0.75808 -1.35821 -0.95897 0.165
H -2.92223 -0.35102 -0.16933 0.366
H -2.24922 0.76984 -1.14593 0.360
N -2.14047 0.26568 -0.32555 -0.826

B.
17
Properties=species:S:1:pos:R:3:nbo_charge:R:1 method="wB97M-V/def2-TZVPD" lumo_ha="0.011 / 0.011" molar_mass_g_mol=85.1 e_homo_ha="-0.28352 / -0.28350" charge=0
C -0.43988 0.99839 -0.84905 -0.448
N -0.46133 -0.12871 0.08952 -0.498
C -1.19276 -1.47390 -0.39586 -0.274
C -2.36462 -0.73936 -0.06500 -0.238
H 0.79308 -0.46438 0.31522 0.284
H -0.87413 -2.24209 0.30022 0.217
H -1.17201 1.74439 -0.53078 0.198
H -0.63469 0.73752 -1.89733 0.174
H 0.53113 1.48812 -0.79253 0.222
H -2.94530 -0.27682 -0.85222 0.202
H -2.82242 -0.80305 0.91207 0.213
C 1.80393 0.01596 1.16209 -0.347
C 2.77984 0.78579 0.74472 -0.458
H 2.86555 1.13232 -0.28127 0.184
H 1.63795 -0.37992 2.15306 0.185
H -0.98480 -1.64478 -1.44952 0.200
H 3.48047 1.25051 1.43667 0.185

Calculated relative energies: A 0.0000; B 0.1797, given in hartree

A.
17
Properties=species:S:1:pos:R:3:nbo_charge:R:1 method="wB97M-V/def2-TZVPD" lumo_ha=0.038 molar_mass_g_mol=85.1 e_homo_ha=-0.27330 charge=0
C 1.24448 -0.37133 1.77511 -0.612
C 0.63245 -0.70171 0.43194 -0.150
C -0.80015 -0.98967 0.29732 -0.251
C -1.57066 0.80695 0.09863 -0.409
N 0.06261 0.39281 -0.34404 -0.334
C 0.34414 0.36945 -1.77903 -0.419
H 0.52372 0.16150 2.40267 0.216
H 2.14786 0.24062 1.66962 0.207
H 1.51385 -1.30197 2.28992 0.216
H 1.29087 -1.29557 -0.20895 0.201
H -0.99925 -1.56968 -0.61705 0.143
H -1.55141 1.70931 -0.53835 0.163
H -2.51136 0.29147 -0.14023 0.205
H -1.58169 1.11095 1.14343 0.227
H 1.31910 0.83757 -1.97485 0.209
H -0.41952 0.95593 -2.30213 0.203
H 0.35497 -0.64664 -2.20400 0.186

B.
17
Properties=species:S:1:pos:R:3:nbo_charge:R:1 method="wB97M-V/def2-TZVPD" lumo_ha=0.035 molar_mass_g_mol=85.1 e_homo_ha=-0.31757 charge=0
C -0.94114 -0.15714 1.48557 0.160
C -0.45953 1.20728 -0.70057 -0.626
C 0.06433 -1.26626 -0.87579 -0.644
C 1.47788 0.17472 0.45266 -0.630
C 0.10256 -0.03850 -0.05074 -0.039
N -1.68755 -1.13791 1.51253 -0.660
H -0.77871 0.61048 2.27316 0.151
H -0.19769 1.10847 -1.79759 0.212
H -1.65551 1.34478 -0.70002 0.215
H -0.08537 2.10495 -0.25210 0.212
H 0.90943 -1.11568 -1.59474 0.211
H 0.13297 -2.27618 -0.39767 0.241
H -0.91788 -1.34825 -1.49111 0.225
H 1.69813 -0.79665 0.69945 0.214
H 1.99458 0.51270 -0.43826 0.198
H 1.75893 0.97292 1.19703 0.215
H -2.50855 -1.10420 2.19751 0.346

C.
17
Properties=species:S:1:pos:R:3:nbo_charge:R:1 method="wB97M-V/def2-TZVPD" lumo_ha=0.039 molar_mass_g_mol=85.1 e_homo_ha=-0.29302 charge=0
C 2.25757 0.26222 -0.11614 -0.598
C 1.12558 -0.58549 0.55251 -0.407
C -0.29784 -0.15749 0.16037 -0.062
C -0.56170 0.08081 -1.12983 -0.028
N -1.86314 0.32042 -1.61744 -0.826
C -1.30723 -0.13592 1.25056 -0.655
H 2.17520 1.26281 0.29850 0.205
H 3.17467 -0.26355 0.12046 0.209
H 2.04272 0.39888 -1.16980 0.200
H 1.19955 -1.64392 0.32603 0.202
H 1.30339 -0.49021 1.62601 0.196
H 0.18925 -0.11671 -1.88084 0.188
H -2.57541 0.30705 -0.88557 0.362
H -1.95822 1.16783 -2.13779 0.367
H -0.84868 -0.14358 2.23287 0.221
H -2.03393 -0.96206 1.19783 0.215
H -2.02178 0.69892 1.17227 0.211

Calculated relative energies: A 0.1797; B 0.0613; C 0.0000, given in hartree

A.
38
Properties=species:S:1:pos:R:3:nbo_charge:R:1 method="wB97M-V/def2-TZVPD" lumo_ha=0.020 molar_mass_g_mol=253.3 e_homo_ha=-0.28867 charge=0
C 1.85953 -1.52358 -2.44480 -0.421
C 3.17288 -2.10297 -1.82964 -0.623
C 0.68460 -1.74827 -1.59847 -0.037
C 0.08844 -2.95992 -1.14736 -0.197
C -0.10799 -0.58214 -1.46440 -0.169
C -1.01990 -2.93410 -0.30540 -0.272
C -1.28991 -0.54758 -0.87564 -0.281
C -1.75900 -1.70457 -0.32026 0.263
O -2.96976 -1.68646 0.33195 -0.720
H 2.03519 -0.47012 -2.82415 0.229
H 1.63330 -2.14564 -3.40121 0.206
H 3.22790 -3.04547 -1.19287 0.220
H 0.71066 -3.84127 -1.27720 0.209
H 0.14103 0.32176 -2.11908 0.211
H -1.33344 -3.77189 0.32928 0.232
H -1.96192 0.34597 -0.83061 0.241
H -3.67906 -2.07758 -0.36109 0.488
H 3.60865 -1.20293 -1.27812 0.208
H 3.80694 -2.35643 -2.71041 0.211
C -2.45378 3.28500 1.76170 -0.615
C 0.08463 0.74681 1.59935 0.152
C -0.27144 2.09942 1.42126 -0.106
C -1.65208 2.03782 1.56698 -0.089
C -2.09199 0.93535 2.14577 -0.040
C 2.15096 1.24295 0.67157 -0.220
C 1.36831 0.26272 1.19282 -0.216
C 1.65478 2.55378 0.44499 -0.239
C 0.54492 3.12557 0.86877 -0.190
N -0.92887 0.05706 2.22755 -0.544
H 3.18891 0.86884 0.20575 0.212
H 1.66252 -0.84288 1.10978 0.231
H 2.31305 3.26422 0.06894 0.199
H 0.06430 4.07702 0.69621 0.226
H -1.16593 -0.85554 1.89172 0.400
H -3.10373 0.56389 2.22854 0.221
H -2.19706 3.84213 2.59693 0.214
H -3.54546 2.89100 1.75467 0.204
H -2.47020 3.87802 0.86617 0.200

B.
38
Properties=species:S:1:pos:R:3:nbo_charge:R:1 method="wB97M-V/def2-TZVPD" lumo_ha=0.022 molar_mass_g_mol=253.3 e_homo_ha=-0.29071 charge=0
C 1.51158 0.14687 -1.79821 -0.437
C 1.37024 1.63149 -1.39638 -0.598
C 0.18484 -0.45161 -2.07871 -0.047
C -0.34963 -1.48739 -1.28336 -0.184
C -0.53738 -0.01676 -3.17483 -0.186
C -1.70572 -1.66065 -1.31582 -0.284
C -1.93310 -0.27139 -3.29326 -0.263
C -2.49019 -1.06550 -2.28037 0.285
O -3.86974 -1.24655 -2.32021 -0.684
H 2.30548 -0.10001 -2.50664 0.217
H 1.97080 -0.23955 -0.84774 0.221
H 0.62210 1.73487 -0.58973 0.208
H 0.31007 -1.86792 -0.47640 0.225
H -0.08151 0.55700 -4.02529 0.215
H -2.32894 -2.14280 -0.58479 0.196
H -2.56636 -0.01028 -4.16171 0.229
H -4.17886 -1.82337 -1.58271 0.475
H 1.07677 2.36911 -2.14069 0.205
H 2.36265 1.96067 -1.01602 0.200
C -0.79035 2.57415 1.04954 -0.629
C 0.21581 -0.77585 2.40765 0.221
C 0.69002 0.53232 2.00437 -0.116
C -0.48861 1.34354 1.76217 -0.108
C -1.54845 0.54535 2.11373 -0.005
C 2.34873 -1.66225 2.57298 -0.215
C 1.03068 -1.84703 2.81322 -0.281
C 2.83227 -0.52477 1.93281 -0.255
C 2.06053 0.59477 1.64919 -0.184
N -1.16107 -0.70432 2.50697 -0.556
H 3.04552 -2.47601 2.81157 0.213
H 0.61232 -2.70556 3.31479 0.214
H 3.89156 -0.43648 1.69527 0.212
H 2.39967 1.39411 1.02094 0.217
H -1.55981 -1.59181 2.75178 0.415
H -2.60880 0.72416 1.93193 0.209
H -1.84695 2.83447 0.87020 0.225
H -0.30545 2.71145 0.06815 0.216
H -0.49073 3.45355 1.59559 0.214

C.
38
Properties=species:S:1:pos:R:3:nbo_charge:R:1 method="wB97M-V/def2-TZVPD" lumo_ha=0.030 molar_mass_g_mol=253.3 e_homo_ha=-0.29498 charge=0
C 0.72909 -2.96962 0.09275 -0.421
C 0.25900 -3.03959 1.48466 -0.603
C 1.61068 -1.81447 -0.15652 -0.083
C 2.80299 -1.53362 0.44397 -0.032
C 1.46608 -0.85367 -1.21332 -0.091
C 2.56941 0.07880 -1.16743 0.139
C 0.56768 -0.74901 -2.36948 -0.198
C 2.73820 1.11289 -2.13360 -0.247
C 0.94066 0.08459 -3.38764 -0.245
C 2.05364 1.00148 -3.28786 -0.214
N 3.35584 -0.31710 -0.01969 -0.550
H 1.43447 -3.87145 -0.13055 0.206
H -0.03310 -3.12452 -0.72714 0.218
H -0.12399 -2.11177 1.89252 0.217
H 3.38966 -2.20746 1.05431 0.211
H 4.37396 -0.16478 -0.16097 0.408
H -0.43204 -1.37516 -2.46805 0.221
H 3.34627 1.97700 -2.07831 0.221
H 0.20744 0.23115 -4.23378 0.215
H 2.17952 1.87265 -3.98852 0.216
H 1.14346 -3.31170 2.04975 0.202
H -0.47100 -3.84007 1.72186 0.212
C -3.49646 0.32445 -1.18351 -0.627
C -0.89167 1.25270 1.49413 -0.267
C -1.57529 0.98016 0.30820 -0.219
C -1.63493 1.71472 2.53441 0.272
C -2.89972 0.75595 0.17366 -0.033
C -3.05529 1.51412 2.41925 -0.260
C -3.60436 0.78619 1.40660 -0.184
O -1.20255 2.43548 3.69756 -0.679
H 0.29327 1.09389 1.58088 0.223
H -1.00787 0.81891 -0.59486 0.219
H -0.29775 2.19135 3.84463 0.473
H -3.80174 1.78382 3.12503 0.223
H -4.53759 -0.14127 -1.01639 0.215
H -2.88018 -0.48744 -1.65071 0.212
H -4.62976 0.42403 1.51045 0.207
H -3.50185 1.10224 -1.92256 0.223

Calculated relative energies: A 0.0751; B 0.0000; C 0.0325, given in hartree